Entry from OMol25: a molecular structure, C67H123N17O5Rb (wB97M-V/def2-TZVPD).

Atoms and positions in Å:
H1 -6.946 4.324 8.622
H2 2.467 13.387 0.642
H3 -7.040 4.612 -0.299
H4 -1.512 -2.731 -6.291
H5 3.049 14.624 -2.232
C1 -2.091 -2.039 -6.902
H6 10.737 3.068 6.804
C2 2.446 11.305 -1.197
N1 -10.703 -6.921 -1.964
C3 -0.611 -8.166 6.194
H7 -2.523 -1.170 -9.673
H8 -3.539 2.292 -9.252
N2 12.963 3.305 -3.870
C4 -0.467 -8.094 3.999
H9 7.615 2.272 -2.623
C5 4.053 -14.487 -5.331
O1 -2.381 1.490 1.402
H10 1.876 -0.604 -6.617
H11 4.695 0.508 8.255
H12 -5.331 2.702 6.561
H13 -7.570 -9.736 -0.400
H14 -2.743 -2.598 -7.574
H15 -0.470 -7.707 2.991
O2 -3.178 -2.720 -0.211
H16 -6.553 0.111 9.639
H17 3.989 13.674 -1.196
H18 14.200 1.823 -4.276
C6 -9.426 -6.782 -1.422
H19 -2.006 -11.170 6.476
O3 -0.204 -3.085 -0.652
H20 2.579 -9.848 -3.521
H21 4.549 9.283 0.740
C7 -8.151 -7.828 0.604
N3 2.033 12.728 -1.377
C8 -11.390 -7.879 -1.251
C9 8.506 2.656 -3.120
C10 0.972 -2.340 -7.467
H22 -6.348 -9.004 0.586
H23 -0.899 -10.351 3.854
N4 -0.491 -7.298 5.144
H24 0.281 2.288 6.752
C11 -7.177 -8.770 -0.082
C12 -5.510 2.807 9.446
H25 -1.653 -4.150 4.965
H26 3.002 8.852 0.092
H27 0.161 -5.538 6.006
H28 1.642 2.898 5.894
C13 12.397 4.642 -3.821
C14 9.520 1.333 6.238
C15 2.716 1.046 7.557
H29 1.519 10.736 -1.125
O4 0.437 1.212 0.732
C16 -2.789 -0.671 0.485
H30 0.934 3.937 7.163
H31 3.299 -14.796 -4.607
H32 4.138 -9.566 -2.858
H33 0.125 14.812 0.465
N5 8.730 0.808 5.143
O5 2.387 0.403 6.581
C17 -2.258 -1.851 0.023
H34 3.055 -12.730 -3.596
H35 -2.497 -5.686 4.461
H36 -5.312 2.287 10.384
C18 -7.877 5.205 -0.639
H37 -11.516 -7.001 -3.858
H38 -10.306 8.347 -0.609
C19 5.249 -12.237 -5.964
H39 -10.129 5.755 -3.018
C20 14.198 2.893 -4.485
C21 -2.088 -0.443 -8.986
C22 -1.858 -5.195 5.195
C23 -10.736 7.350 -0.516
H40 2.803 10.883 -2.136
H41 -8.633 6.397 1.011
C24 -8.673 6.087 -0.023
H42 5.931 -12.739 -6.635
H43 -3.926 -0.199 -7.809
C25 -11.133 -6.293 -3.123
C26 -0.720 -9.418 4.366
H44 -7.520 3.586 10.055
H45 1.483 15.412 -0.477
N6 10.849 3.241 -2.998
H46 0.985 12.968 -3.292
H47 3.728 1.125 9.517
H48 -9.087 2.246 -3.037
C27 -0.342 0.306 0.574
H49 8.421 3.662 -3.530
N7 4.098 -10.989 -4.449
H50 -3.850 -0.631 0.685
N8 -6.790 -0.020 7.474
C28 -10.574 -8.260 -0.163
C29 3.630 -9.774 -3.800
H51 1.944 2.559 8.737
H52 3.069 3.130 7.902
C30 -8.146 2.549 -2.576
H53 10.205 0.585 6.637
H54 -2.532 -1.288 -6.246
H55 -11.990 -5.647 -2.933
C31 -6.497 0.852 6.455
C32 -7.403 -1.311 7.322
C33 7.708 1.523 4.570
H56 1.962 -2.310 -7.922
C34 -6.604 3.941 9.584
H57 3.523 12.978 -2.819
H58 -2.642 1.008 -7.578
H59 9.549 3.292 -1.382
H60 3.162 11.065 0.855
C35 11.911 2.474 -3.386
H61 14.148 2.991 -5.570
H62 -7.105 -1.757 6.373
C36 1.593 13.281 0.000
C37 -6.374 0.532 8.661
H63 -1.378 0.140 -9.572
C38 3.737 -12.266 -4.292
H64 0.777 -1.379 -5.530
H65 -0.874 0.152 -6.196
H66 -6.652 0.586 5.420
H67 -4.497 3.012 9.099
C39 8.740 -0.398 4.527
C40 -0.138 -2.173 -8.514
H68 7.416 -1.401 1.739
H69 3.652 -8.921 -4.478
C41 7.298 -1.604 2.804
H70 11.410 2.194 5.442
H71 -6.226 4.702 10.267
C42 -9.559 5.699 -2.103
N9 -9.368 -7.623 -0.259
H72 -8.765 -5.961 -1.657
C43 7.071 0.713 3.664
H73 -11.111 7.106 0.478
H74 15.090 3.391 -4.106
C44 -4.008 1.308 -9.250
C45 0.034 -0.933 0.005
C46 3.895 9.441 -0.118
H75 10.009 1.714 -1.987
H76 -8.679 -8.184 1.489
H77 -6.691 -8.339 -0.957
H78 4.231 -14.936 -7.495
C47 -0.286 -0.259 -7.017
C48 -1.108 -10.594 6.697
H79 0.294 15.121 -2.297
C49 0.913 -1.113 -6.578
N10 -0.783 -9.464 5.778
H80 10.492 5.351 -3.082
N11 -1.199 -1.207 -7.844
H81 0.166 -1.574 -9.373
C50 0.111 14.279 -1.629
H82 9.997 3.199 5.226
H83 4.347 11.571 -0.492
H84 -10.764 -8.990 0.610
C51 3.459 -14.847 -6.731
H85 -0.252 -11.270 6.698
C52 -1.913 0.451 0.863
H86 -7.976 4.320 -3.921
H87 1.118 12.418 0.465
H88 11.884 1.395 -3.341
N12 -8.396 5.008 -1.909
Rb1 -1.418 6.667 0.100
H89 0.097 0.543 -7.648
H90 2.644 -14.196 -7.049
H91 4.963 -15.067 -5.172
C53 -3.151 0.381 -8.310
C54 4.932 -10.931 -5.531
H92 -8.089 2.385 -1.500
H93 -10.336 -5.714 -3.590
H94 7.500 2.492 4.999
H95 -7.413 1.879 -3.025
H96 6.286 -1.953 3.007
H97 8.819 1.622 7.022
N13 -9.720 6.441 -0.882
H98 0.715 -3.206 -6.859
N14 -5.864 1.796 8.422
H99 -0.979 14.281 -1.595
H100 -6.780 4.192 -2.742
H101 1.098 -1.011 -0.161
C55 9.745 2.726 -2.293
H102 3.461 -0.536 8.876
H103 7.934 -2.470 2.992
C56 -0.782 -2.014 -0.249
H104 0.055 12.227 -1.894
H105 0.204 -5.507 4.309
H106 13.018 5.505 -4.013
H107 -8.490 -1.225 7.340
N15 4.310 -13.038 -5.216
H108 -12.381 -8.217 -1.514
H109 8.749 1.937 -3.903
H110 3.065 -15.863 -6.755
C57 -5.858 1.894 7.047
H111 5.351 -9.970 -5.788
C58 1.167 2.912 6.875
H112 -3.853 0.817 -10.211
H113 -5.043 1.309 -8.907
H114 -11.541 7.359 -1.251
C59 3.669 0.504 8.623
H115 -2.310 -5.357 6.174
C60 -7.848 4.026 -2.879
C61 11.199 4.546 -3.215
H116 -0.627 -3.094 -8.830
C62 3.555 10.906 -0.149
H117 -0.655 -7.801 7.209
H118 -7.692 -6.895 0.932
H119 9.366 -1.242 4.776
H120 -1.311 -10.187 7.687
C63 10.475 2.499 5.912
C64 0.823 14.557 -0.332
C65 3.220 13.582 -1.963
H121 4.355 9.029 -1.016
C66 -0.431 -5.824 5.137
H122 -7.040 -1.993 8.090
H123 6.165 0.862 3.095
C67 0.728 13.014 -2.234
N16 2.309 2.473 7.799
N17 7.713 -0.503 3.604

Values from the calculation:
HOMO-LUMO gap	1.92	eV
total charge	+9
E	-107598.357	eV
molar mass	1332.3	g/mol
F_max	5.7	eV Å⁻¹